A structure of composition C18H20N3Pd at a distorted geometry. Source: the Open Molecules 2025 dataset; level of theory: the ωB97M-V functional and the def2-TZVPD basis.

The geometry in XYZ format:
```
42
Properties=species:S:1:pos:R:3:forces:R:3:mulliken_charge:R:1
Pd 1.128 -0.155 -0.127 0.43 2.39 -2.47 -0.108
C 0.533 -1.018 -3.074 -0.24 -0.10 0.00 -1.146
N 1.521 -0.087 -2.524 -0.34 0.24 1.06 0.286
C 2.857 -0.476 -2.973 0.35 -0.05 0.04 -1.026
C 1.211 1.298 -2.944 -0.13 0.51 0.23 -0.771
C 0.338 2.041 -1.953 0.36 -0.49 -0.13 0.700
C -0.409 3.149 -2.345 0.04 -0.04 0.16 -0.775
C -1.107 3.897 -1.413 -0.04 0.14 0.00 -0.547
C -1.079 3.557 -0.072 0.13 -0.17 -0.12 -0.683
C -0.358 2.440 0.334 0.34 -0.41 0.33 -0.198
C 0.347 1.699 -0.599 0.29 -1.12 0.23 0.312
H 0.549 -1.017 -4.174 0.05 0.03 0.11 0.419
H -0.463 -0.720 -2.738 0.06 -0.07 -0.08 0.322
H 0.757 -2.032 -2.728 -0.09 0.14 -0.02 0.358
H 2.960 -0.359 -4.059 -0.06 0.01 0.02 0.362
H 3.043 -1.523 -2.731 -0.04 0.06 0.05 0.301
H 3.612 0.139 -2.481 -0.08 -0.03 -0.04 0.315
H 0.749 1.302 -3.942 0.12 -0.05 0.10 0.381
H 2.150 1.860 -3.021 -0.07 -0.22 -0.02 0.469
H -0.431 3.441 -3.385 0.03 -0.03 -0.13 0.405
H -1.667 4.765 -1.726 -0.06 0.04 -0.09 0.386
H -1.615 4.146 0.654 -0.06 0.04 0.09 0.412
H -0.341 2.168 1.386 -0.01 -0.04 -0.09 0.445
N 1.783 -0.483 2.148 0.19 0.15 -0.23 -0.489
C 0.569 -0.806 2.816 -0.15 -0.06 0.51 0.655
C 0.357 -0.559 4.155 0.22 -0.11 -0.71 -0.645
C -0.831 -0.971 4.772 -0.47 -0.18 -0.02 -0.767
C -1.804 -1.621 4.061 0.15 0.14 0.21 -0.855
C -1.651 -1.833 2.678 0.36 0.19 -0.19 1.226
C -2.651 -2.431 1.885 0.29 0.06 -0.36 -0.561
C -2.435 -2.584 0.538 -0.21 -0.02 0.27 -0.838
C -1.234 -2.130 -0.015 0.21 0.00 0.26 -0.045
N -0.275 -1.564 0.696 -0.56 -0.85 0.39 -0.455
C -0.455 -1.409 2.040 -0.54 -0.28 0.21 0.201
H 2.402 0.096 2.715 -0.18 -0.23 -0.20 0.217
H 2.275 -1.343 1.873 -0.04 0.44 0.27 0.304
H 1.120 -0.069 4.740 0.11 0.01 0.04 0.357
H -0.968 -0.790 5.825 0.00 0.02 0.15 0.403
H -2.703 -1.978 4.538 -0.11 0.03 0.13 0.405
H -3.571 -2.747 2.353 -0.11 -0.08 0.00 0.436
H -3.165 -3.040 -0.109 -0.13 -0.05 -0.02 0.407
H -1.046 -2.251 -1.076 -0.01 0.04 0.05 0.426
```
Positions in Å, forces in eV/Å.

- total charge = +1
- energy relative to the best compared isomer or geometry (same formula, charge and spin) (kcal/mol) = 8.6
- HOMO energy (spin up / spin down) (eV) = -11.2201 / -11.2578
- LUMO (spin up / spin down) (Ha) = -0.14806 / -0.15267

The molecule C18H20N4O3. Source: the Open Molecules 2025 dataset; level of theory: the ωB97M-V functional and the def2-TZVPD basis.

The geometry in XYZ format:
```
45
Properties=species:S:1:pos:R:3:forces:R:3:mulliken_charge:R:1
O 1.028 1.077 1.162 0.06 0.35 0.09 -0.673
C 0.768 -0.002 0.682 -0.22 -0.68 0.12 0.172
N 1.301 -0.488 -0.473 -0.03 -0.32 -0.22 -0.046
C 2.215 0.117 -1.346 0.28 0.20 -0.27 0.698
C 2.738 1.390 -1.136 -0.08 0.09 0.17 -0.440
C 3.619 1.928 -2.052 0.11 -0.27 -0.36 -0.960
C 4.006 1.215 -3.179 -0.09 -0.02 0.00 0.546
C 3.513 -0.078 -3.372 0.07 0.09 0.08 0.372
C 2.613 -0.612 -2.461 0.09 0.16 -0.03 -0.920
O 3.891 -0.855 -4.438 -0.36 0.02 0.26 -0.461
C 5.034 -0.364 -5.103 0.35 0.45 -0.18 -0.452
C 4.912 1.144 -5.317 -0.04 -0.46 -0.29 -0.463
O 4.863 1.808 -4.075 0.01 0.06 0.34 -0.460
C -0.238 -0.974 1.307 0.10 0.25 0.12 0.446
C -1.521 -0.958 0.455 -0.08 -0.19 0.18 -0.943
C -2.716 -1.421 1.279 -0.10 -0.16 -0.39 -0.937
N -2.944 -0.497 2.367 0.25 -0.02 -0.17 0.202
C -4.147 -0.424 2.956 -0.55 0.04 0.23 0.470
N -5.117 -1.218 2.471 0.22 -0.16 -0.20 -0.526
C -6.299 -1.128 3.048 -0.12 0.16 0.25 -0.116
C -6.556 -0.275 4.111 0.01 -0.01 -0.02 -0.619
C -5.482 0.494 4.538 -0.27 -0.15 -0.06 -0.135
N -4.293 0.436 3.977 0.29 0.13 -0.02 -0.502
C -1.813 0.270 2.841 0.32 0.17 0.31 -0.649
C -0.548 -0.575 2.758 0.01 0.15 -0.09 -1.066
H 1.010 -1.412 -0.760 -0.03 0.15 0.19 0.170
H 2.445 1.952 -0.267 -0.01 0.02 0.02 0.527
H 4.023 2.917 -1.912 0.04 0.14 0.02 0.418
H 2.240 -1.608 -2.643 -0.04 -0.16 -0.02 0.375
H 5.092 -0.897 -6.054 0.04 0.07 0.07 0.338
H 5.932 -0.572 -4.507 -0.09 -0.01 -0.08 0.289
H 5.779 1.541 -5.847 -0.08 -0.07 -0.01 0.338
H 4.000 1.355 -5.892 0.10 0.01 0.04 0.289
H 0.195 -1.979 1.295 -0.02 0.03 -0.05 0.391
H -1.712 0.056 0.097 -0.01 0.02 -0.07 0.343
H -1.413 -1.604 -0.418 -0.04 0.05 -0.04 0.504
H -2.532 -2.431 1.670 -0.06 -0.02 -0.10 0.267
H -3.622 -1.462 0.670 0.20 -0.09 0.05 0.563
H -7.066 -1.774 2.637 -0.11 0.00 0.04 0.423
H -7.525 -0.215 4.576 -0.09 0.01 0.04 0.366
H -5.573 1.191 5.363 -0.10 0.02 0.06 0.425
H -2.022 0.567 3.870 0.12 0.02 -0.19 0.430
H -1.687 1.179 2.243 0.00 0.02 0.11 0.229
H 0.287 0.004 3.155 -0.04 -0.07 0.04 0.426
H -0.674 -1.468 3.372 0.00 -0.02 0.02 0.350
```
Positions in Å, forces in eV/Å.

- energy relative to the best compared isomer or geometry (same formula, charge and spin) (kcal/mol) = 23.1
- HOMO energy (eV) = -7.9691
- LUMO (Ha) = 0.02323

The molecule C18H20N4O3S at a distorted geometry. Source: the Open Molecules 2025 dataset; level of theory: the ωB97M-V functional and the def2-TZVPD basis.

The geometry in XYZ format:
```
46
Properties=species:S:1:pos:R:3:forces:R:3:mulliken_charge:R:1
C 0.803 -3.682 -0.206 0.09 0.18 -0.13 -1.198
C 1.313 -2.390 -0.837 -0.03 -0.52 -0.10 -1.007
N 0.929 -1.243 -0.059 -0.11 0.76 0.43 0.832
C -0.221 -0.506 -0.117 0.10 -0.07 0.13 0.669
C -1.300 -0.695 -1.124 -0.08 -0.18 -0.25 -1.005
N -2.499 -0.013 -0.714 0.23 0.18 -0.01 -0.136
C -3.635 -0.709 -0.452 0.32 0.27 -0.21 0.396
O -3.769 -1.890 -0.716 -0.22 -0.10 0.11 -0.713
C -4.713 0.101 0.130 -1.10 -0.70 0.24 0.409
C -5.991 -0.259 0.475 0.90 0.03 -0.30 -0.492
C -6.599 0.901 0.999 0.31 0.50 0.02 -0.410
C -5.652 1.879 0.935 -0.81 -0.08 0.26 -0.422
O -4.512 1.411 0.414 0.49 0.04 -0.16 -0.318
N -0.215 0.410 0.809 -1.09 0.10 -0.60 -0.505
N 0.925 0.300 1.509 0.84 -0.15 0.53 -0.565
C 1.606 -0.682 0.987 -0.10 -0.02 0.00 0.327
S 3.174 -1.230 1.496 0.28 -0.21 0.33 -0.184
C 3.738 0.288 2.338 -0.07 0.00 -0.51 -0.732
C 4.431 1.281 1.405 0.20 -0.23 0.39 -0.519
O 3.527 2.032 0.633 -0.19 0.09 -0.23 -0.448
C 3.003 1.537 -0.527 -0.19 0.12 -0.26 0.673
C 3.542 0.506 -1.289 0.31 0.09 0.19 -0.393
C 2.923 0.123 -2.467 -0.05 0.03 -0.06 -0.651
C 1.771 0.751 -2.900 -0.06 -0.10 -0.17 -0.702
C 1.237 1.786 -2.147 0.04 0.00 0.00 -0.322
C 1.847 2.179 -0.974 0.22 -0.03 0.17 -0.386
H 1.103 -4.531 -0.814 0.01 -0.14 -0.04 0.434
H 1.223 -3.801 0.791 0.01 -0.04 0.10 0.305
H -0.282 -3.672 -0.129 -0.09 -0.03 0.02 0.307
H 0.911 -2.266 -1.846 0.15 0.03 0.05 0.388
H 2.405 -2.403 -0.888 -0.12 0.09 -0.15 0.522
H -0.957 -0.310 -2.095 -0.03 -0.15 0.09 0.121
H -1.558 -1.754 -1.236 0.09 0.16 -0.06 0.391
H -2.377 0.904 -0.310 -0.09 -0.04 0.07 0.391
H -6.420 -1.233 0.361 -0.01 -0.24 -0.05 0.514
H -7.599 0.995 1.370 -0.19 0.10 0.09 0.442
H -5.672 2.913 1.222 0.11 0.13 0.00 0.451
H 4.431 -0.044 3.110 -0.02 0.00 0.03 0.486
H 2.849 0.736 2.781 0.12 0.04 0.14 0.399
H 5.181 0.771 0.789 -0.04 0.11 0.05 0.259
H 4.944 2.024 2.025 -0.01 -0.11 -0.10 0.408
H 4.436 -0.013 -0.978 0.02 0.02 0.04 0.265
H 3.354 -0.679 -3.049 0.05 -0.06 -0.05 0.450
H 1.295 0.441 -3.818 -0.04 -0.01 -0.09 0.448
H 0.338 2.288 -2.473 -0.09 0.06 -0.03 0.433
H 1.441 2.974 -0.369 -0.07 0.08 0.10 0.385
```
Positions in Å, forces in eV/Å.

- energy relative to the best compared isomer or geometry (same formula, charge and spin) (kcal/mol) = 52.6
- HOMO energy (eV) = -8.3466
- LUMO (Ha) = 0.01991

The molecule C18H20O8S at a distorted geometry. Source: the Open Molecules 2025 dataset; level of theory: the ωB97M-V functional and the def2-TZVPD basis.

The geometry in XYZ format:
```
47
Properties=species:S:1:pos:R:3:forces:R:3:mulliken_charge:R:1
O 3.798 0.036 -0.409 0.87 0.30 -0.08 -0.601
C 3.290 0.254 0.663 -2.21 -1.57 -1.26 0.453
O 3.430 1.318 1.389 1.25 1.57 0.51 -0.337
C 4.010 2.457 0.706 0.31 0.30 -0.50 -0.556
C 2.869 3.322 0.145 -0.08 1.18 4.01 -0.500
O 1.589 3.025 0.806 2.07 -1.32 -1.29 -0.236
C 0.651 4.029 0.622 -1.09 0.92 0.27 -0.675
C -0.804 3.563 0.431 0.12 -1.07 1.52 -0.589
O -1.082 2.999 -0.868 0.42 1.08 1.16 -0.461
C -0.307 1.832 -1.099 -0.70 0.70 -0.68 0.306
C -0.707 1.200 -2.384 -2.13 2.25 0.13 -1.079
O -1.865 0.427 -2.135 -1.42 -1.73 1.43 -0.302
C -1.863 -0.820 -2.628 2.11 -0.53 -0.46 0.377
O -1.288 -1.006 -3.694 -1.33 -0.78 1.15 -0.568
C -2.364 -2.034 -1.790 -1.05 -0.51 0.47 0.098
C -2.898 -3.154 -2.365 0.41 -0.25 -1.57 0.137
C -3.291 -4.123 -1.333 -0.39 1.81 0.73 -0.974
C -2.956 -3.482 -0.109 -0.65 -0.98 -2.07 0.585
O -2.438 -2.208 -0.358 0.01 -0.68 -1.10 -0.150
C -3.133 -3.966 1.350 -1.01 4.58 -0.19 -0.479
S -1.736 -3.545 2.467 1.72 -1.50 1.37 -0.185
C -0.994 -1.873 2.531 0.91 1.43 0.18 -0.444
C 0.504 -1.766 1.975 -1.76 -2.64 -2.15 0.259
C 1.123 -2.747 1.132 0.27 3.85 2.26 -0.315
C 2.320 -2.058 0.696 -1.37 -0.37 -1.67 -0.760
C 2.231 -0.730 1.064 0.39 -1.64 1.17 0.489
O 1.125 -0.561 1.935 1.04 -0.73 -0.72 -0.363
H 4.748 2.976 1.323 -0.92 -0.07 0.93 0.427
H 4.673 2.297 -0.160 -0.51 -1.24 0.22 0.314
H 2.933 3.248 -0.891 -0.99 -0.18 -1.95 0.362
H 3.158 4.349 0.467 -0.36 -0.29 -0.62 0.426
H 0.854 4.575 -0.266 0.48 0.90 -0.86 0.442
H 0.760 4.673 1.508 -0.54 0.32 -0.27 0.418
H -0.979 2.838 1.264 0.07 -0.33 -0.76 0.247
H -1.531 4.339 0.761 0.56 -0.06 -1.22 0.428
H -0.485 1.179 -0.294 -0.14 -1.25 1.08 0.348
H 0.746 1.976 -1.143 0.98 0.73 0.04 -0.096
H -0.982 1.931 -3.152 0.21 0.19 0.25 0.320
H 0.065 0.657 -2.767 1.98 -1.96 -1.00 0.580
H -2.892 -3.251 -3.534 -0.27 0.00 2.63 0.309
H -4.031 -4.966 -1.520 1.66 0.96 0.57 0.298
H -3.321 -5.035 1.527 0.16 0.59 -0.38 0.326
H -3.953 -3.269 1.838 0.92 -1.87 -1.25 0.240
H -1.673 -1.231 1.966 0.38 0.28 -0.11 0.194
H -1.003 -1.468 3.601 -0.17 -0.93 -1.32 0.416
H 0.735 -3.695 0.828 0.03 -0.30 0.28 0.510
H 2.963 -2.510 -0.097 -0.22 0.86 1.11 0.360
```
Positions in Å, forces in eV/Å.

- HOMO energy (eV) = -8.6232
- LUMO (Ha) = 0.01445

A structure of composition C18H21BrN5O3V at a distorted geometry. Source: the Open Molecules 2025 dataset; level of theory: the ωB97M-V functional and the def2-TZVPD basis.

The geometry in XYZ format:
```
49
Properties=species:S:1:pos:R:3:forces:R:3:mulliken_charge:R:1
V -0.042 -0.034 0.388 2.32 -2.90 1.14 1.771
N -2.075 1.406 -0.154 0.36 -0.12 -0.09 -0.536
N -3.045 0.393 -0.140 -0.21 0.03 -0.10 -0.125
C -2.673 -0.901 0.107 -3.58 0.16 -0.59 0.436
O -3.372 -1.861 0.088 0.83 0.36 0.13 -0.424
O -1.359 -0.907 0.383 -3.58 -3.46 0.29 -0.477
H -2.356 2.165 0.474 0.11 -0.23 -0.12 0.293
H -1.974 1.805 -1.097 -0.15 -0.15 0.29 0.315
H -4.001 0.569 -0.441 0.20 0.02 0.05 0.252
C 0.184 -5.415 0.007 -0.49 -0.43 -0.28 -1.499
C 1.020 -4.200 -0.088 0.46 0.97 0.11 0.410
C 2.390 -4.214 -0.389 -0.66 0.05 0.14 -0.495
C 3.073 -3.017 -0.462 -0.12 0.50 -0.01 -0.668
C 2.387 -1.826 -0.253 0.53 -0.12 -0.02 0.110
Br 3.336 -0.210 -0.408 0.35 -0.17 -0.18 -0.013
N 1.078 -1.776 0.049 0.33 0.67 -0.19 0.220
C 0.433 -2.948 0.118 -0.47 -1.41 0.07 -0.277
H 0.773 -6.311 0.178 0.04 -0.02 0.06 0.436
H -0.354 -5.553 -0.937 0.05 -0.08 0.03 0.338
H -0.578 -5.325 0.780 0.07 -0.04 0.06 0.401
H 2.901 -5.150 -0.567 0.07 -0.06 0.01 0.531
H 4.127 -2.990 -0.699 0.03 0.06 -0.02 0.455
H -0.628 -2.930 0.347 0.24 0.03 -0.02 0.497
C 3.396 3.009 3.879 0.56 0.04 1.04 -1.038
N 2.734 2.969 2.608 -0.24 0.34 -0.71 -0.274
N 2.028 1.904 2.157 -0.58 0.01 -1.05 0.956
C 1.538 2.216 0.898 1.80 2.36 2.03 0.343
O 0.866 1.288 0.307 2.47 4.88 -1.52 -0.311
C 1.945 3.501 0.597 -0.37 -0.56 -0.16 -1.476
C 2.687 3.956 1.697 -0.35 -0.78 -0.22 0.817
C 3.328 5.261 1.880 0.28 0.45 0.23 -1.505
C 1.831 0.622 2.713 0.23 -0.74 0.37 0.434
C 2.882 -0.170 3.143 -0.24 0.53 -0.13 -0.018
C 2.635 -1.476 3.566 -0.42 -0.05 0.06 -0.596
C 1.351 -2.010 3.532 -0.02 -0.04 -0.08 -0.718
C 0.283 -1.222 3.131 0.01 0.13 0.11 -0.689
C 0.491 0.112 2.696 -0.02 -0.01 -0.02 -0.651
H 3.005 2.235 4.536 -0.03 0.06 -0.04 0.505
H 3.226 3.979 4.348 -0.09 -0.10 -0.08 0.341
H 4.474 2.878 3.758 -0.07 -0.07 -0.04 0.380
H 1.745 4.053 -0.301 -0.03 0.09 -0.15 0.493
H 3.128 5.906 1.028 0.05 -0.06 0.00 0.372
H 4.407 5.155 2.005 0.07 -0.01 -0.10 0.372
H 2.966 5.767 2.776 -0.11 -0.01 0.04 0.394
H 3.893 0.205 3.163 0.10 0.10 -0.10 0.565
H 3.454 -2.074 3.939 0.09 -0.05 -0.03 0.486
H 1.188 -3.025 3.863 -0.07 -0.03 0.04 0.566
H -0.731 -1.601 3.214 0.06 0.02 -0.05 0.543
H -0.332 0.830 2.826 0.16 -0.15 -0.21 0.759
```
Positions in Å, forces in eV/Å.

- total charge = +3
- energy relative to the best compared isomer or geometry (same formula, charge and spin) (kcal/mol) = 25.0
- HOMO energy (spin up / spin down) (eV) = -18.1177 / -18.1127
- LUMO (spin up / spin down) (Ha) = -0.44021 / -0.42445
- 2S+1 = 2